# 1
86
Properties=species:S:1:pos:R:3 method="wB97M-V/def2-TZVPD" e_homo_ev=-7.01 spin_multiplicity=1 total_charge=0 energy_ha=-5774.1407 e_above_lowest_kcal_mol=32.8
C -0.836 -5.134 0.105
H 0.798 7.119 -5.135
C 1.096 2.800 -0.808
C 0.699 -3.367 5.465
C -0.247 -1.800 0.714
C -1.869 -6.246 -1.754
C -1.347 5.828 -4.174
P -1.046 -1.541 2.227
H 3.457 -3.035 -1.077
H 2.148 4.792 1.715
C 0.911 -0.997 4.041
C -5.252 -3.274 2.184
H -0.874 -3.885 4.090
H 3.369 6.243 0.071
C -1.685 -6.107 -0.386
C 1.508 5.011 -1.729
H 2.285 -2.588 6.673
H -0.553 8.196 -3.201
H 0.978 -0.077 3.473
C 2.281 -3.485 0.653
C -1.192 -5.422 -2.637
H 3.681 3.986 2.048
Au 0.452 0.038 0.220
H 0.662 7.652 -2.040
H 0.176 -3.775 -2.830
C 1.073 6.317 -4.454
H 5.566 -4.639 2.272
C 4.647 -3.843 0.516
C 3.954 5.376 -0.230
P 0.782 -2.858 -0.194
H 5.004 2.939 0.156
H -2.170 5.681 -3.477
H 2.482 -0.490 5.394
C -0.143 -3.144 4.389
H 2.020 6.567 -3.984
C 3.168 4.068 -0.053
H 4.390 3.010 -1.496
C -0.174 -4.293 -0.784
H -1.243 4.946 -4.804
C 2.273 -3.962 1.958
H 1.214 5.407 -5.034
C 1.638 -2.413 5.826
H -2.946 -2.122 4.385
H -1.335 -5.530 -3.702
H 2.257 3.032 1.629
H -1.024 7.194 -1.826
C -0.040 -1.949 3.686
C 3.459 -4.371 2.537
C 3.469 -3.422 -0.066
H -6.281 -3.598 2.145
C -3.387 -2.447 3.450
H 3.618 1.953 -0.311
H 2.114 5.900 -1.787
C -4.696 -2.889 3.395
C 4.102 2.915 -0.451
C -3.191 -2.792 1.067
H 1.349 -4.003 2.517
C 1.747 -1.230 5.114
H -1.589 6.675 -4.813
C 4.643 -4.315 1.818
S 1.339 -1.719 -1.721
H 3.462 -4.731 3.555
Br -1.239 1.259 -1.642
H -2.546 -6.995 -2.134
H 5.568 -3.797 -0.045
H -5.292 -2.921 4.296
H -1.333 3.694 -3.004
O 1.440 1.849 -0.021
H -2.219 -6.753 0.295
C 2.787 3.959 1.430
H -0.697 -5.008 1.171
H -2.592 -2.732 0.166
C -4.499 -3.235 1.022
H 4.837 5.333 0.408
C 0.349 4.960 -2.513
C -0.428 3.817 -2.439
C -0.245 7.369 -2.567
C -0.061 2.779 -1.619
C -2.635 -2.409 2.282
H 0.625 -4.288 6.023
C 1.903 3.990 -0.896
H 4.292 5.509 -1.256
C -0.346 -4.442 -2.155
S -1.442 0.403 2.232
C -0.042 6.108 -3.419
H -4.934 -3.535 0.081



# 2
95
Properties=species:S:1:pos:R:3 method="wB97M-V/def2-TZVPD" e_homo_ev=-7.70 spin_multiplicity=1 total_charge=0 energy_ha=-3193.7278 e_above_lowest_kcal_mol=0.0
C -1.553 -0.598 1.871
C 2.550 -4.492 -0.028
H 2.676 1.673 -3.540
H -1.049 -2.884 -0.189
H 0.612 2.957 -2.620
H -5.317 1.530 -2.640
N 2.370 2.146 -0.214
C 2.229 1.527 -2.532
H -0.770 1.814 2.276
C 1.366 0.482 3.390
C 3.970 -4.046 2.251
N 2.984 -3.205 1.939
N -1.110 0.082 0.679
H 2.303 0.403 -2.335
H -0.659 -1.026 2.353
C -1.954 0.664 -0.193
H 4.136 -1.584 2.272
H 1.392 -0.600 3.157
C -1.292 1.404 -1.238
O -8.913 -0.426 -4.089
H 4.413 -3.880 3.266
H 1.971 -4.838 -0.879
H 6.001 1.799 0.968
H -3.441 2.858 -3.551
O -6.938 0.947 -3.425
C -2.776 -2.754 -1.439
N 0.066 1.402 -1.313
C 0.087 0.978 4.126
N 1.707 1.193 2.119
C 3.658 -5.295 0.273
C 0.718 1.872 -2.544
N -7.118 -2.748 -4.071
N 4.923 -0.941 1.993
N -0.614 -1.810 -1.904
H -4.517 -4.743 -3.466
H 6.584 -2.043 2.728
H -0.391 -0.733 -3.751
C 4.257 -5.167 1.492
C 6.840 0.088 2.100
C -4.340 0.595 -1.059
N 4.652 0.179 1.353
H 4.040 -6.120 -0.370
H 3.729 6.335 3.165
C 2.191 3.214 3.267
S -7.766 -0.267 -3.202
H -3.078 0.778 2.622
C 2.172 2.429 2.102
C 3.245 5.380 1.330
H -0.174 0.182 4.822
H 0.468 1.790 4.749
N -5.382 -1.534 -3.201
C 3.352 5.422 2.715
C -4.658 -2.608 -3.108
H -1.584 2.297 3.692
H 2.907 4.547 -0.524
C -3.337 0.309 -0.107
H -3.622 -0.325 0.749
C -4.357 1.470 -2.109
H 1.801 2.713 4.118
H -2.361 -0.242 3.829
O -8.027 -0.681 -1.843
C -3.225 -2.315 -2.645
C 2.928 4.296 0.499
I 8.814 0.518 2.289
H -3.492 -3.293 -0.795
H 1.430 -2.748 0.625
C -1.448 -2.513 -1.108
C 5.857 0.855 1.445
C 6.165 -1.076 2.434
H -6.854 -4.861 -4.352
H 0.105 1.438 -3.400
H -2.275 -1.398 1.593
C -5.115 -3.832 -3.537
C 2.978 2.367 -1.547
C -2.413 -1.468 -3.434
C 2.310 -3.387 0.799
C -3.300 2.124 -2.678
C 2.492 2.996 0.757
C -6.683 -1.619 -3.632
H -1.396 2.790 -2.774
C -2.143 0.325 2.941
H -5.306 0.113 -0.886
H 4.951 -5.911 1.755
Bi 1.160 0.214 0.174
C -1.099 1.406 3.243
C -6.387 -3.877 -4.038
H 4.041 2.032 -1.450
H 2.905 4.624 4.630
H 3.523 6.320 0.800
C -1.996 2.152 -2.190
H -2.809 -1.125 -4.412
C -1.071 -1.284 -3.074
C 2.856 4.394 3.565
H 2.230 0.513 4.046
H 2.989 3.362 -1.921